{"formula": "C17H13N5O5Ta", "method": "ωB97M-V with the def2-TZVPD basis set", "relative_energy_kcal_mol": 0.4, "total_charge": 3, "energy_ha": -1361.6820, "homo_energy_ev": -19.08, "gap_ev": 6.76, "elements": ["Ta", "O", "C", "N", "C", "C", "C", "C", "C", "C", "N", "C", "C", "C", "C", "C", "N", "H", "H", "H", "H", "H", "H", "H", "H", "H", "H", "O", "C", "O", "C", "C", "N", "N", "C", "C", "O", "O", "H", "H", "H"], "xyz": [[0.448778, 0.263381, 0.528230], [0.329817, -2.586112, 3.492370], [0.616035, -1.650905, 2.824177], [-0.117212, -1.237520, 1.657531], [-1.498012, -1.745536, 1.542157], [-2.317711, -0.714347, 0.810925], [-3.680402, -0.798800, 0.646903], [-4.349805, 0.217353, -0.026617], [-3.641417, 1.306218, -0.539966], [-2.284588, 1.349221, -0.367891], [-1.625053, 0.353608, 0.302496], [1.709532, -0.667577, 3.093600], [2.562999, -0.779339, 4.156899], [3.514356, 0.226714, 4.353456], [3.567780, 1.297540, 3.471696], [2.688848, 1.348484, 2.408240], [1.760969, 0.377490, 2.212996], [-1.521946, -2.705338, 1.019545], [-1.901517, -1.925721, 2.541590], [-4.219729, -1.644867, 1.053944], [-5.425151, 0.165556, -0.147779], [-4.141959, 2.109262, -1.063425], [-1.685580, 2.171485, -0.742459], [2.474504, -1.629249, 4.822119], [4.198175, 0.171807, 5.191700], [4.283373, 2.098274, 3.601716], [2.699133, 2.171833, 1.707004], [4.151666, 1.074135, -4.153007], [3.759043, -0.169869, -3.982166], [4.073307, -1.085589, -4.673902], [2.821081, -0.501532, -2.825392], [2.417792, -1.837327, -2.616348], [1.614651, -1.881706, -1.567492], [1.426112, -0.641565, -1.042461], [2.185943, 0.199885, -1.837938], [2.178601, 1.632220, -1.422936], [2.778209, 2.514184, -1.917990], [1.339786, 1.755290, -0.317534], [3.819384, 1.715925, -3.506901], [2.696115, -2.717367, -3.183720], [1.176191, -2.701092, -1.163818]], "forces_ev_per_a": [[0.359, 0.099, 0.006], [0.015, 0.003, 0.001], [-0.024, 0.008, -0.010], [-0.153, -0.046, -0.054], [0.014, -0.006, 0.040], [-0.028, 0.017, -0.003], [0.004, -0.027, -0.005], [-0.004, 0.013, -0.004], [0.017, -0.004, 0.004], [-0.038, -0.005, 0.005], [0.051, 0.047, -0.022], [0.023, -0.012, 0.027], [-0.017, 0.000, -0.010], [0.009, 0.008, 0.000], [-0.004, -0.001, -0.002], [0.019, 0.000, 0.025], [-0.036, 0.019, -0.092], [-0.017, -0.007, 0.009], [0.007, -0.009, 0.002], [-0.001, 0.000, -0.003], [0.000, 0.001, -0.001], [-0.005, -0.002, 0.001], [0.002, -0.001, 0.000], [-0.003, 0.000, 0.000], [0.002, 0.002, -0.001], [0.001, -0.001, 0.002], [-0.006, -0.002, -0.005], [0.022, -0.012, -0.004], [-0.030, 0.011, -0.018], [0.014, -0.014, 0.005], [-0.030, 0.032, -0.001], [0.029, -0.019, 0.017], [0.012, 0.027, -0.023], [-0.052, -0.105, 0.030], [0.045, 0.032, 0.017], [-0.049, -0.095, 0.054], [-0.011, 0.041, -0.012], [-0.121, 0.001, 0.027], [-0.014, 0.002, 0.004], [-0.003, 0.003, -0.005], [-0.001, 0.002, -0.002]], "lowdin_charge": [2.04, 0.23, -0.39, -0.16, -0.09, -0.21, 0.05, 0.07, 0.03, -0.05, -0.10, -0.16, 0.08, 0.07, 0.04, -0.04, -0.07, 0.16, 0.16, 0.15, 0.15, 0.15, 0.13, 0.16, 0.15, 0.15, 0.13, 0.21, -0.45, 0.20, 0.04, 0.13, 0.10, -0.11, -0.09, -0.41, 0.26, -0.20, 0.11, 0.19, 0.20]}